(1)
DFT (the ωB97M-V functional and the def2-TZVPD basis) results for a molecular structure, C26H36NOOsSi.

CARTESIAN COORDINATES (ANGSTROEM)
Os (-0.01907, -1.01422, 0.29114)
Si (-3.06986, 0.02977, -0.53433)
O (-1.52269, -0.41717, -0.76330)
N (0.94224, -1.28916, 1.67604)
C (-2.35639, -5.33942, 0.41943)
C (0.15070, 2.43399, -0.51237)
C (0.57463, 0.93573, -2.17780)
C (2.62966, -2.17455, 3.11145)
C (-1.05323, -2.80888, 0.40156)
C (-3.83455, 0.27612, -2.23025)
C (2.52615, -1.82261, 5.50176)
C (1.36698, -1.08615, 5.33988)
C (1.44366, -1.41990, 2.96163)
C (-1.72285, -4.85924, 1.55690)
C (-0.35727, 1.26778, 3.27575)
C (1.00836, 1.48449, 0.01404)
C (2.59758, -3.91045, 1.24208)
C (-1.08097, -3.62740, 1.54207)
C (0.79733, -0.86341, 4.08933)
C (1.25328, 0.48164, -0.99917)
C (-1.71161, -0.83030, 3.63629)
C (-3.18171, 1.63146, 0.43272)
C (3.14695, -2.35746, 4.38745)
C (-1.69015, -3.32961, -0.73714)
C (-0.47802, -0.03474, 4.06635)
C (3.38329, -2.80447, 1.95211)
C (-2.32693, -4.56333, -0.73129)
C (-4.09756, -1.23823, 0.39698)
C (3.92558, -1.76829, 0.96565)
C (-0.11746, 2.08407, -1.86704)
H (-4.22533, 1.91006, 0.60746)
H (-0.59405, -3.29633, 2.45282)
H (-2.80669, -4.91923, -1.63710)
H (0.55930, 1.80419, 3.53200)
H (-0.36088, 1.08780, 2.20213)
H (1.48555, 1.51531, 0.98306)
H (2.94279, -1.97724, 6.48940)
H (-2.68107, 2.44155, -0.09894)
H (-5.09108, -0.82281, 0.59673)
H (-2.85812, -6.29982, 0.42804)
H (-4.87166, 0.61609, -2.16195)
H (-1.20587, 1.91611, 3.50879)
H (-0.78541, 2.61890, -2.53080)
H (4.52356, -1.01364, 1.48096)
H (0.87830, -0.66273, 6.20994)
H (-3.26278, 1.01636, -2.79420)
H (-3.63910, -1.49831, 1.35373)
H (-0.26103, 3.28068, 0.02041)
H (-2.68995, 1.52028, 1.40261)
H (-3.82045, -0.66028, -2.79380)
H (4.55996, -2.25861, 0.22336)
H (4.05606, -2.93692, 4.50155)
H (3.11573, -1.26650, 0.44137)
H (2.15472, -0.11701, -1.04595)
H (-2.60644, -0.21313, 3.75328)
H (1.74590, -3.51217, 0.69455)
H (2.22570, -4.64696, 1.95744)
H (3.25148, -4.42470, 0.53304)
H (-1.69119, -2.74796, -1.65089)
H (4.25296, -3.28427, 2.41414)
H (-1.83472, -1.73061, 4.24206)
H (0.54658, 0.40630, -3.11971)
H (-1.72577, -5.44669, 2.46918)
H (-4.21694, -2.16420, -0.16743)
H (-0.63474, 0.24808, 5.11257)
H (-1.64333, -1.12418, 2.58924)

Output
- Total charge: -1
- Relative energy (zero: lowest compared OMol25 entry of this formula, charge and spin): 0.000 eV
- Spin multiplicity: 1
- LUMO level: 2.6 eV
- Largest force on an atom: 0.0022 hartree/bohr



(2)
DFT (the ωB97M-V functional and the def2-TZVPD basis) results for a molecular structure, C26H37BHgN8O5Sb.

CARTESIAN COORDINATES (ANGSTROEM)
Hg (0.08980, -0.65716, 0.36669)
Sb (-1.08767, 0.47057, -2.61797)
O (1.54690, 2.95465, -2.38465)
O (1.45486, 0.70104, -2.33313)
O (2.92254, -2.69448, 0.50121)
O (6.32871, 3.46137, 1.83919)
O (6.73718, 2.80530, -0.29721)
N (2.07445, 1.21417, 0.44275)
N (-2.08972, 1.46590, 2.30916)
N (-2.49710, -1.27032, 0.82565)
N (3.02797, -3.53271, -1.59558)
N (-0.28400, -1.18225, 2.89690)
N (-1.40699, 1.47908, 1.16365)
N (-1.21858, -0.52055, 3.60763)
N (-3.11765, -0.82312, 1.93440)
C (-0.27506, -1.34996, -3.50283)
C (-1.55704, 3.57575, 1.93816)
C (1.81402, 1.84308, -1.90564)
C (3.89270, 2.40261, -0.56076)
C (3.98686, 1.82279, 1.74390)
C (2.73773, 1.24542, 1.60760)
C (0.68100, -1.50571, 3.75010)
C (-0.87207, 1.81006, -4.32203)
C (-2.19421, 2.71391, 2.81175)
C (-0.83984, -0.41698, 4.89616)
C (3.27487, -2.55297, -0.66178)
C (-4.38981, -1.27376, 1.97277)
C (-3.38223, -2.00212, 0.16745)
C (-1.19935, -2.20110, -4.37058)
C (2.14648, -4.62801, -1.22922)
C (0.38229, -1.04135, 5.04167)
C (-3.24781, 0.01620, -2.91492)
C (-3.86746, 0.13930, -4.30691)
C (-0.69660, 1.14786, -5.68491)
C (-4.61190, -2.04266, 0.85083)
C (4.60145, 2.38456, 0.63073)
C (2.63295, 1.81239, -0.61420)
C (6.04532, 2.94734, 0.73396)
C (3.37342, -3.40100, -2.99799)
C (3.96307, -1.30970, -1.13633)
C (-1.06897, 2.73547, 0.91702)
B (-2.48198, 0.12739, 2.97093)
H (3.30405, -4.38149, -3.46721)
H (1.46551, -4.84457, -2.05472)
H (4.33204, -0.76702, -0.27069)
H (1.54909, -2.04864, 3.40317)
H (-2.13126, -2.43335, -3.84818)
H (2.70468, -2.71234, -3.52574)
H (3.22898, -0.67374, -1.64441)
H (-0.53949, 1.90064, -6.46546)
H (0.61505, -1.03135, -4.04712)
H (4.78818, -1.50690, -1.81970)
H (4.39500, -3.04870, -3.12251)
H (1.56969, -4.33242, -0.35741)
H (-1.44750, 4.64358, 2.03413)
H (-2.70546, 2.90298, 3.74303)
H (4.49437, 1.83900, 2.69963)
H (0.01078, 2.39623, -4.06142)
H (-1.46121, 0.08380, 5.62153)
H (-3.28818, 0.34039, 3.84513)
H (-1.45379, -1.69196, -5.30210)
H (0.17695, 0.49259, -5.68319)
H (0.97218, -1.14073, 5.93758)
H (2.70820, -5.53474, -0.98225)
H (0.07174, -1.92463, -2.63856)
H (-4.94840, -0.04932, -4.28181)
H (4.31816, 2.84920, -1.44882)
H (-0.47930, 2.98265, 0.04485)
H (-3.72059, 1.14194, -4.71627)
H (-3.74588, 0.69923, -2.22022)
H (-1.56921, 0.55499, -5.96858)
H (-3.39845, -0.98997, -2.50807)
H (-5.04888, -1.02104, 2.78777)
H (-0.72642, -3.15496, -4.63491)
H (-1.73624, 2.48021, -4.31350)
H (-5.52285, -2.54313, 0.56656)
H (-3.43056, -0.57614, -5.00635)
H (2.23700, 0.78227, 2.44846)
H (-3.10601, -2.47626, -0.76371)

Output
- Total charge: -2
- Relative energy (zero: lowest compared OMol25 entry of this formula, charge and spin): 0.728 eV
- ⟨S²⟩: 0.75
- Spin multiplicity: 2
- LUMO level (spin up / spin down): 4.3 / 3.8 eV
- Largest force on an atom: 0.0131 hartree/bohr



(3)
DFT (the ωB97M-V functional and the def2-TZVPD basis) results for a molecular structure, C26H37Cl2N3O5S3ScSi2Te at a distorted geometry.

CARTESIAN COORDINATES (ANGSTROEM)
Te (0.65693, 2.45707, 0.40897)
Sc (-1.14570, -2.12697, -0.57142)
Cl (-4.58972, -2.94664, 0.31820)
Cl (-2.59930, 1.48926, 2.58257)
S (0.09409, -1.28549, -2.90041)
S (-1.06807, -3.90961, -2.34222)
S (-2.14084, -1.53658, 1.68099)
Si (2.14771, 1.38207, 3.25974)
Si (2.01349, 4.31225, -1.88704)
O (1.24534, -0.99906, -0.27114)
O (-2.09819, -5.51043, 1.89134)
O (0.56553, -3.52659, -4.26264)
O (3.41532, -1.51744, -0.03970)
O (-1.98151, -4.03438, 0.28883)
N (-2.98808, -0.95227, -1.63214)
N (0.49432, -3.39561, 0.69806)
N (-3.72105, -1.53582, -2.59813)
C (1.29803, -0.30736, 3.33136)
C (2.30857, 3.72475, -0.12113)
C (-0.08057, -2.91845, -3.26756)
C (-3.67126, -0.70638, 1.44213)
C (3.59538, 4.32609, -2.91871)
C (0.85023, -5.22879, 2.21979)
C (-6.16852, 0.57436, 1.18316)
C (-1.42288, -4.67660, 1.13822)
C (-3.10948, 0.34374, -1.85676)
C (1.29967, 6.06375, -1.82905)
C (-3.88294, 0.58754, 1.84723)
C (3.59780, 1.22150, 2.07537)
C (0.90829, 2.67240, 2.60117)
C (2.10628, -1.71710, 0.09062)
C (2.84371, 1.82081, 4.97875)
C (-5.08580, 1.26533, 1.76200)
C (0.02833, -4.42349, 1.41029)
C (1.37493, -2.75021, -5.18766)
C (-4.29979, -0.66063, -3.41897)
C (-5.99596, -0.69014, 0.70466)
C (2.66159, -3.70714, 1.63718)
C (1.74635, -3.02867, 0.81651)
C (0.73049, 3.28073, -2.81298)
C (2.18717, -4.86231, 2.32119)
C (-4.76546, -1.30594, 0.83965)
C (-3.96457, 0.60012, -2.94627)
H (2.34783, 4.48384, 0.65618)
H (4.10063, 2.16463, 1.98461)
H (3.29349, 0.92033, 1.08462)
H (0.84292, 2.21656, -2.62557)
H (0.78270, -1.94377, -5.59164)
H (-3.66756, -2.53408, -2.69564)
H (3.29403, 0.93750, 5.36950)
H (-4.85936, -1.02445, -4.27003)
H (2.23639, -2.34216, -4.76092)
H (0.51569, -6.14111, 2.71697)
H (-7.13552, 1.06252, 1.14812)
H (4.34479, 4.94126, -2.44061)
H (-1.58774, -6.03590, 2.56409)
H (4.09426, 3.36498, -3.10202)
H (2.09650, 6.78666, -1.77546)
H (3.58960, -0.64729, -0.46381)
H (0.63416, 6.24081, -2.66123)
H (-5.20420, 2.24472, 2.14576)
H (1.17427, 3.73316, 2.71165)
H (0.85855, 3.46836, -3.88654)
H (-0.06785, 2.54223, 3.07820)
H (3.35604, 4.77528, -3.89594)
H (0.74367, 6.26028, -0.87000)
H (4.34427, 0.49902, 2.40785)
H (0.67446, -0.39051, 4.23335)
H (2.84077, -5.49184, 2.90294)
H (-2.58575, 1.01874, -1.22070)
H (2.08173, -1.08014, 3.28799)
H (1.65235, -3.46620, -5.99082)
H (3.23850, 3.12351, -0.03866)
H (-6.81946, -1.31145, 0.29023)
H (0.61368, -0.50466, 2.51648)
H (-4.30948, 1.53224, -3.35959)
H (3.58657, 2.58328, 4.93669)
H (3.70109, -3.48765, 1.78914)
H (2.10735, 2.12040, 5.71138)
H (-0.29926, 3.51921, -2.55059)

Output
- Total charge: +1
- Relative energy (zero: lowest compared OMol25 entry of this formula, charge and spin): 0.000 eV
- Spin multiplicity: 1
- LUMO level: -3.9 eV
- Largest force on an atom: 0.0563 hartree/bohr



Please write out number 1 again, unchanged.
DFT (the ωB97M-V functional and the def2-TZVPD basis) results for a molecular structure, C26H36NOOsSi.

CARTESIAN COORDINATES (ANGSTROEM)
Os (-0.01907, -1.01422, 0.29114)
Si (-3.06986, 0.02977, -0.53433)
O (-1.52269, -0.41717, -0.76330)
N (0.94224, -1.28916, 1.67604)
C (-2.35639, -5.33942, 0.41943)
C (0.15070, 2.43399, -0.51237)
C (0.57463, 0.93573, -2.17780)
C (2.62966, -2.17455, 3.11145)
C (-1.05323, -2.80888, 0.40156)
C (-3.83455, 0.27612, -2.23025)
C (2.52615, -1.82261, 5.50176)
C (1.36698, -1.08615, 5.33988)
C (1.44366, -1.41990, 2.96163)
C (-1.72285, -4.85924, 1.55690)
C (-0.35727, 1.26778, 3.27575)
C (1.00836, 1.48449, 0.01404)
C (2.59758, -3.91045, 1.24208)
C (-1.08097, -3.62740, 1.54207)
C (0.79733, -0.86341, 4.08933)
C (1.25328, 0.48164, -0.99917)
C (-1.71161, -0.83030, 3.63629)
C (-3.18171, 1.63146, 0.43272)
C (3.14695, -2.35746, 4.38745)
C (-1.69015, -3.32961, -0.73714)
C (-0.47802, -0.03474, 4.06635)
C (3.38329, -2.80447, 1.95211)
C (-2.32693, -4.56333, -0.73129)
C (-4.09756, -1.23823, 0.39698)
C (3.92558, -1.76829, 0.96565)
C (-0.11746, 2.08407, -1.86704)
H (-4.22533, 1.91006, 0.60746)
H (-0.59405, -3.29633, 2.45282)
H (-2.80669, -4.91923, -1.63710)
H (0.55930, 1.80419, 3.53200)
H (-0.36088, 1.08780, 2.20213)
H (1.48555, 1.51531, 0.98306)
H (2.94279, -1.97724, 6.48940)
H (-2.68107, 2.44155, -0.09894)
H (-5.09108, -0.82281, 0.59673)
H (-2.85812, -6.29982, 0.42804)
H (-4.87166, 0.61609, -2.16195)
H (-1.20587, 1.91611, 3.50879)
H (-0.78541, 2.61890, -2.53080)
H (4.52356, -1.01364, 1.48096)
H (0.87830, -0.66273, 6.20994)
H (-3.26278, 1.01636, -2.79420)
H (-3.63910, -1.49831, 1.35373)
H (-0.26103, 3.28068, 0.02041)
H (-2.68995, 1.52028, 1.40261)
H (-3.82045, -0.66028, -2.79380)
H (4.55996, -2.25861, 0.22336)
H (4.05606, -2.93692, 4.50155)
H (3.11573, -1.26650, 0.44137)
H (2.15472, -0.11701, -1.04595)
H (-2.60644, -0.21313, 3.75328)
H (1.74590, -3.51217, 0.69455)
H (2.22570, -4.64696, 1.95744)
H (3.25148, -4.42470, 0.53304)
H (-1.69119, -2.74796, -1.65089)
H (4.25296, -3.28427, 2.41414)
H (-1.83472, -1.73061, 4.24206)
H (0.54658, 0.40630, -3.11971)
H (-1.72577, -5.44669, 2.46918)
H (-4.21694, -2.16420, -0.16743)
H (-0.63474, 0.24808, 5.11257)
H (-1.64333, -1.12418, 2.58924)

Output
- Total charge: -1
- Relative energy (zero: lowest compared OMol25 entry of this formula, charge and spin): 0.000 eV
- Spin multiplicity: 1
- LUMO level: 2.6 eV
- Largest force on an atom: 0.0022 hartree/bohr



Which formula does entry 1 have? C26H36NOOsSi



Among the records above, which one has the lowest total charge? C26H37BHgN8O5Sb